No. 1
# C7H16O4

5 unconnected molecules or ions with the total composition C7H16O4 in a non-equilibrium geometry (ωB97M-V/def2-TZVPD, the OMol25 dataset).

Output
multiplicity = 1
net charge = 0
energy relative to the best compared isomer or geometry (same formula, charge and spin) = 0.0 kJ/mol
Kohn-Sham gap = 9.6 eV
SMILES = Cc1ccccc1.O.O.O.O

```
27
Properties=species:S:1:pos:R:3:forces:R:3:lowdin_charge:R:1
O -1.02537 -2.72227 -2.90240 0.3 -0.6 0.6 -0.056
O 1.35910 2.53822 -0.32198 -0.1 0.4 -0.6 -0.033
O -0.25737 0.98670 -3.47672 0.0 0.0 -0.1 -0.052
O -0.80447 -3.48593 1.46846 0.2 0.0 -0.1 -0.060
C -1.58268 1.97760 1.18870 -0.3 1.3 0.8 -0.047
C -0.46252 1.02472 0.92101 -0.4 -0.7 1.3 -0.299
C 1.29042 -1.13549 0.64130 0.2 0.9 0.1 -0.117
C -0.31011 0.37186 -0.28917 -1.4 -0.2 0.2 -0.082
C 0.48944 -0.74401 -0.43530 1.4 0.2 0.1 -0.081
C 0.35602 0.66231 2.00391 0.6 0.6 -2.0 -0.046
C 1.30307 -0.32739 1.77197 -0.6 -0.9 1.6 -0.097
H -1.31339 3.03920 1.17965 0.5 0.0 -0.5 0.078
H -1.00552 0.72813 -1.04088 0.1 -0.3 -0.3 0.111
H 1.89521 -0.63237 2.63233 0.3 0.1 -0.3 0.104
H -1.88347 1.91032 2.23997 -0.2 -0.5 -0.2 0.081
H 1.28937 3.37124 0.15385 0.5 -0.1 0.1 0.053
H -2.48578 1.92043 0.58301 0.2 -0.5 -0.2 0.084
H 0.01039 1.88167 -3.70325 0.0 0.0 0.0 0.037
H 2.19681 2.10769 -0.13334 0.1 0.3 0.3 0.055
H 0.03987 -3.88849 1.70413 -0.2 0.0 0.0 0.034
H 0.72671 -1.17953 -1.39576 -0.6 -0.1 -0.1 0.096
H 0.41466 1.33974 2.84249 -0.2 -0.4 0.5 0.115
H -0.54584 -2.61902 1.12888 -0.1 0.0 0.0 -0.003
H -0.18818 -2.58470 -2.44428 0.1 0.5 -0.3 0.001
H -0.19703 0.94341 -2.51586 0.2 0.1 -0.2 -0.024
H -1.29386 -3.51832 -2.42277 -0.5 0.0 -0.3 0.039
H 1.98452 -1.96571 0.62208 -0.1 0.0 -0.4 0.106
```
Forces are in eV/Å.


No. 2
# C7H14AlCl2O3

A molecular structure, C7H14AlCl2O3 in a non-equilibrium geometry (ωB97M-V/def2-TZVPD, the OMol25 dataset).

Output
multiplicity = 1
net charge = -1
Kohn-Sham gap = 8.3 eV

```
27
Properties=species:S:1:pos:R:3:forces:R:3:lowdin_charge:R:1
Cl 2.62827 -2.07557 -1.71675 0.0 0.3 0.3 0.542
Cl 3.95665 1.59929 0.13979 -0.1 -0.5 -0.1 0.471
Al 0.88391 1.29210 -0.54150 -0.6 0.2 0.3 0.144
O -3.06270 -0.79956 -2.05383 -0.7 -0.5 -0.3 -0.086
O 0.53570 2.06581 1.07844 -0.3 -1.4 -1.3 -0.267
O -0.43278 0.00081 -0.55751 1.2 1.1 1.5 -0.221
C -2.99542 -0.91748 -0.64484 -0.4 0.7 0.4 -0.269
C -0.73414 1.50803 1.49792 1.7 1.5 -0.1 -0.227
C 2.91233 -0.98112 -0.28360 0.6 0.9 1.0 -0.781
C -2.64608 0.46209 -0.00640 1.1 -0.8 0.8 -0.123
C 2.75907 0.50496 -0.70826 -0.7 -0.5 -0.9 -0.732
C -1.20664 0.29721 0.60150 -1.7 0.0 -0.1 -0.405
C 2.02127 -1.40947 0.91436 0.1 -1.0 -0.8 -0.133
H -3.36519 0.78061 0.76612 0.0 0.0 -0.4 0.104
H 0.52335 2.28700 -1.75252 0.3 0.1 -0.1 -0.049
H -2.53967 1.19181 -0.82140 -0.3 0.0 0.4 0.119
H -3.98075 -1.26998 -0.29505 0.2 0.2 -0.3 0.106
H 3.96900 -1.13468 -0.00596 -0.4 -0.1 -0.3 0.068
H 1.18452 -1.99752 0.50555 0.1 0.4 0.3 0.057
H -2.26736 -1.68874 -0.35063 -0.1 0.3 -0.1 0.109
H -1.39515 2.39858 1.51091 -0.5 -0.8 -0.2 0.104
H -0.53256 1.27407 2.56300 -0.7 -0.6 -0.4 0.102
H -1.28418 -0.56271 1.30657 0.4 0.0 -0.4 0.127
H -2.17601 -0.69564 -2.39314 0.5 0.2 0.2 0.073
H 3.02505 0.54881 -1.78008 0.1 0.2 0.5 0.025
H 1.61702 -0.56832 1.48962 0.3 -0.1 -0.1 0.072
H 2.60246 -2.11036 1.53769 -0.3 0.4 0.1 0.071
```
Forces are in eV/Å.


No. 3
# C50H59F5N5O4Se2V

A molecular structure, C50H59F5N5O4Se2V in a non-equilibrium geometry (ωB97M-V/def2-TZVPD, the OMol25 dataset).

Output
multiplicity = 2
net charge = -1
energy relative to the best compared isomer or geometry (same formula, charge and spin) = 42.2 kJ/mol
Kohn-Sham gap (alpha / beta) = 4.6 / 4.6 eV

```
126
Properties=species:S:1:pos:R:3:forces:R:3:lowdin_charge:R:1
Se -1.01907 -0.83570 2.48697 0.0 0.0 -0.3 1.257
Se -0.60408 -4.74254 -2.29390 0.1 -0.1 -0.1 0.615
V -1.08801 -0.58111 -0.06529 -0.8 -2.0 -0.4 0.878
F 2.31730 -5.94911 -6.51325 0.0 0.0 0.0 0.088
F 3.64871 -7.95722 -5.23188 0.0 0.0 0.0 0.086
F 0.45431 -4.52795 -5.25225 0.0 0.0 0.0 0.040
F 1.19958 -7.09716 -1.33111 0.0 0.0 0.0 0.049
F 3.05609 -8.49905 -2.62646 0.0 0.0 0.0 0.088
O -1.87409 -2.06623 -0.47859 1.1 1.8 0.7 -0.408
O -2.75361 -2.95888 -0.71262 -0.4 0.0 0.1 -0.200
O -0.64991 1.26947 0.38297 -0.3 0.0 -0.2 -0.245
O 0.71172 -1.17289 0.05829 -0.2 0.3 -0.2 -0.213
N -1.44311 -1.30651 -5.84005 0.0 0.0 0.0 -0.156
N -1.90382 -0.64543 -3.41097 0.0 0.1 0.1 -0.159
N -6.65606 7.00248 -5.14492 0.0 0.0 0.0 0.154
N -2.97907 0.30932 -0.63660 0.0 0.1 0.2 0.007
N -4.36873 1.64419 -1.68483 0.0 0.0 0.0 0.005
C -4.41267 4.70791 -3.74590 0.0 0.0 0.0 -0.010
C 2.70708 -7.24387 -4.58603 0.0 0.0 0.0 -0.161
C -0.48118 1.81397 1.57968 0.2 0.0 0.1 -0.328
C 1.37235 2.61808 6.21544 0.0 0.0 0.0 -0.046
C -0.18089 -1.19806 -5.10352 0.0 0.0 0.0 -0.145
C -6.67465 4.10342 -3.18864 0.0 0.0 0.0 -0.016
C -2.36020 0.40679 -4.31581 0.1 0.0 0.0 -0.178
C 2.02745 -6.22716 -5.22832 0.0 0.0 0.0 -0.160
C 0.71174 -5.74043 -3.22105 0.0 0.1 0.1 -0.587
C -2.62078 -1.88953 -3.73973 0.0 0.0 0.0 -0.161
C -3.08976 1.43365 -1.28608 0.0 0.1 0.0 -0.133
C 0.80231 -1.44825 2.40095 0.0 0.0 0.0 -0.362
C 2.39920 -7.51330 -3.26561 0.0 0.0 0.0 -0.159
C -4.84199 2.76030 -2.40682 0.0 0.0 0.0 -0.167
C -2.27907 -2.32331 -5.18670 0.0 0.0 0.0 -0.144
C 0.88042 3.58150 -0.54718 0.0 0.0 0.0 -0.037
C -5.78037 4.95987 -3.82438 0.0 -0.1 0.0 -0.233
C -5.10272 0.54760 -1.25142 0.0 0.0 0.0 -0.019
C -0.64203 1.02974 2.73487 0.0 0.0 0.0 -0.374
C 2.76108 -3.58950 5.59838 0.0 0.0 0.0 -0.052
C 3.46460 -2.06202 -0.28002 0.0 -0.1 0.0 -0.524
C -3.94585 3.61359 -3.04511 0.0 0.0 0.0 0.003
C -0.46996 1.51895 4.01422 0.0 0.0 0.0 -0.068
C -2.13109 -0.02106 -5.79159 0.0 0.0 0.0 -0.167
C 0.15901 3.35524 5.62984 0.0 0.0 0.0 -0.559
C 0.02434 4.14651 0.59740 0.0 0.0 0.0 -0.525
C 1.06250 -5.50482 -4.55175 0.0 0.0 0.0 -0.264
C -0.46542 -0.85775 -3.61656 0.1 0.0 0.1 -0.156
C 1.46034 -1.78920 3.56751 0.0 0.0 0.0 -0.069
C 4.94101 -3.05414 4.54717 0.0 0.0 0.0 -0.069
C -4.22772 -0.26966 -0.61802 0.0 -0.1 -0.1 -0.067
C 1.40650 -1.48352 1.13694 0.0 -0.1 0.1 -0.325
C -1.39321 4.46912 0.10042 0.0 0.0 0.0 -0.035
C -1.06650 3.08980 6.51528 0.0 0.0 0.0 -0.052
C 0.44663 4.85691 5.65589 0.0 0.0 0.0 -0.070
C 0.06859 3.62233 3.07553 0.0 0.0 0.0 0.026
C 2.78757 -2.18807 3.51826 0.0 0.0 0.0 -0.172
C 3.53200 -2.52148 4.81075 0.0 0.0 0.0 -0.559
C -0.09752 2.84019 4.21475 0.0 0.0 0.0 -0.175
C -6.20794 3.01273 -2.48062 0.0 0.0 0.0 0.004
C 3.35984 -0.79985 -1.15133 0.0 0.0 0.1 -0.042
C 0.67684 5.47076 1.01301 0.0 0.0 0.0 -0.074
C 2.75594 -1.89618 1.06780 0.0 0.0 0.0 -0.071
C -0.10991 3.16828 1.77033 0.0 0.0 0.0 -0.078
C 1.43021 -6.77490 -2.61282 0.0 0.0 0.0 -0.278
C 4.95912 -2.35215 -0.09783 0.0 0.0 0.0 -0.075
C -6.26640 6.09475 -4.55753 0.0 0.0 0.0 -0.184
C 2.82035 -3.25098 -1.01314 0.0 0.1 0.0 -0.037
C 3.64739 -1.24911 5.66314 0.0 0.0 0.0 -0.049
C 3.38853 -2.23419 2.25949 0.0 0.1 0.0 0.034
H 3.78052 0.06798 -0.63465 0.0 0.0 0.0 0.088
H -1.72574 -3.26304 -5.17294 0.0 0.0 0.0 0.094
H 2.33149 -0.57880 -1.41660 0.0 0.0 0.0 0.061
H -2.88310 3.42342 -3.01196 0.0 0.0 0.0 0.107
H -1.95772 3.55621 6.09114 0.0 0.0 0.0 0.090
H 0.55488 2.59399 -0.85790 0.0 0.0 0.0 0.064
H -3.42082 0.59569 -4.11935 0.0 0.0 0.0 0.103
H 0.92516 -1.73631 4.50888 0.0 0.0 0.0 0.102
H -1.80487 1.32485 -4.08631 0.0 0.0 0.0 0.103
H 1.20163 1.54058 6.24099 0.0 0.0 0.0 0.071
H 5.13633 -3.33503 0.34415 0.0 0.0 0.0 0.083
H 2.62984 -4.49008 4.99627 0.0 0.0 0.0 0.093
H 0.83628 4.26283 -1.40157 0.0 0.0 0.0 0.081
H 1.77196 -3.23775 5.89461 0.0 0.0 0.0 0.073
H 4.41639 -2.55716 2.20250 0.0 0.0 0.0 0.082
H 3.30466 -3.85743 6.50816 0.0 0.0 0.0 0.080
H 5.44746 -1.59626 0.52289 0.0 0.0 0.0 0.085
H -1.35934 5.16133 -0.74657 0.0 0.0 0.0 0.085
H 3.33465 -3.43094 -1.96171 0.0 0.0 0.0 0.089
H 4.20624 -0.47856 5.12836 0.0 0.0 0.0 0.089
H 1.35520 5.10400 5.10349 0.0 0.0 0.0 0.084
H 0.04531 6.05434 1.68596 0.0 0.0 0.0 0.080
H 1.64148 5.30533 1.49639 0.0 0.0 0.0 0.090
H 0.06024 0.05590 -3.31157 0.0 0.0 0.0 0.111
H -3.17935 -2.46647 -5.79026 0.0 0.0 0.0 0.110
H 0.84877 6.07539 0.12020 0.0 0.0 0.0 0.084
H 5.44093 -2.34673 -1.07685 0.0 0.0 0.0 0.081
H 1.92502 3.50717 -0.23595 0.0 0.0 0.0 0.092
H 2.66158 -0.84288 5.89705 0.0 0.0 0.0 0.069
H 2.26214 2.79868 5.60948 0.0 0.0 0.0 0.091
H -4.38329 -1.25055 -0.20065 0.0 0.0 0.0 0.112
H -2.27346 2.10336 -1.48046 0.0 0.0 0.0 0.117
H -3.69072 -1.69862 -3.61183 0.0 0.0 0.0 0.114
H 4.16152 -1.46062 6.60488 0.0 0.0 0.0 0.081
H -2.32798 -2.66265 -3.03300 0.0 0.0 0.0 0.027
H -3.08012 -0.12126 -6.32470 0.0 0.0 0.0 0.109
H 4.91800 -3.95903 3.93699 0.0 0.0 0.0 0.091
H 0.58811 5.18255 6.68838 0.0 0.0 0.0 0.082
H -6.14840 0.42778 -1.46125 0.0 0.0 0.0 0.114
H 1.57278 2.95561 7.23589 0.0 0.0 0.0 0.083
H -3.71546 5.36856 -4.24234 0.0 0.0 0.0 0.125
H -7.73643 4.29999 -3.24264 0.0 0.0 0.0 0.123
H -0.90575 3.49865 7.51590 0.0 0.0 0.0 0.081
H -0.38075 5.43063 5.23275 0.0 0.0 0.0 0.088
H -1.91133 3.56283 -0.20141 0.0 0.0 0.0 0.050
H 2.89025 -4.15819 -0.40947 0.0 0.0 0.0 0.095
H 0.36105 4.65189 3.21010 0.0 0.0 0.0 0.081
H 5.42026 -3.29943 5.49733 0.0 0.0 0.0 0.081
H 5.56462 -2.31427 4.04192 0.0 0.0 0.0 0.084
H -6.91216 2.37117 -1.97218 0.0 0.0 0.0 0.109
H -1.26385 2.02244 6.62129 0.0 0.0 0.0 0.075
H 1.76609 -3.07524 -1.23016 0.0 0.0 0.0 0.041
H 3.92910 -0.95591 -2.07098 0.0 0.0 0.0 0.081
H -0.14874 -1.67771 -2.96505 0.0 0.0 0.0 0.085
H -1.97732 4.93124 0.89903 0.0 0.0 0.0 0.092
H -1.52627 0.71633 -6.32687 0.0 0.0 0.0 0.107
H 0.34904 -2.14691 -5.18804 0.0 0.0 0.0 0.102
H -0.60528 0.84614 4.85347 0.0 0.0 0.0 0.103
H 0.42601 -0.42428 -5.58226 0.0 0.0 0.0 0.111
```
Forces are in eV/Å.